1.
This record from OMol25 describes a 2-piece molecular cluster, C3H9NO2 overall at a distorted geometry. The level of theory is ωB97M-V/def2-TZVPD.

XYZ file:
```
15
Properties=species:S:1:pos:R:3:forces:R:3
C 2.81662 1.25616 -0.43728 0.02 -0.29 -0.61
C 1.33460 0.90214 -0.30203 0.31 0.43 -0.52
N 1.10956 -0.47929 0.08597 0.91 1.30 -0.13
C 0.58748 1.90167 0.55720 -0.15 0.56 -0.33
O 1.08093 2.64398 1.36171 0.25 -0.23 0.20
H 3.32440 0.45383 -0.98899 -0.06 -0.11 0.48
H 3.26085 1.42331 0.53263 0.30 -0.04 0.15
H 2.98209 2.11725 -1.09474 -0.27 0.22 0.42
H 0.90689 1.10576 -1.29985 -0.21 -0.21 0.08
H 0.47759 -0.66593 0.83725 -0.29 -0.47 -0.31
H 1.26789 -1.07162 -0.70515 -0.61 -0.74 0.41
H -0.47323 2.06057 0.28260 -0.19 -0.41 0.17
O -5.86969 -3.89046 0.24154 0.04 0.01 -0.09
H -6.69615 -3.77189 -0.23868 0.05 -0.02 0.14
H -6.10984 -3.98550 1.16782 -0.09 0.01 -0.05
```
Positions in Å, forces in eV/Å.

Summary:
orbital gap = 10.12 eV
structure (SMILES) = C[C@@H](N)C=O.O
LUMO = 0.85 eV
largest force on an atom = 1.6 eV/A
electronic energy = -324.90348 Eh
relative energy (zero: lowest compared OMol25 entry of this formula, charge and spin) = 43.4 kcal/mol
spin multiplicity = 1

***

2.
This record from OMol25 describes a 4-piece molecular cluster, C3H9NO2 overall at a distorted geometry. The level of theory is ωB97M-V/def2-TZVPD.

XYZ file:
```
15
Properties=species:S:1:pos:R:3:forces:R:3
C 0.10517 0.13189 -0.11764 -1.81 1.58 1.64
C 0.35131 1.69298 1.65142 2.71 1.08 0.27
C 3.37884 -0.69411 -0.77896 0.11 -0.07 0.29
N 0.88881 0.90447 0.83490 0.25 0.07 0.12
O 3.33423 0.53390 -0.35339 1.56 1.45 -0.84
O 2.52042 -1.47580 -0.46071 0.54 -1.16 -0.78
H -0.83244 0.72070 -0.39667 1.30 -0.86 -0.42
H 0.77082 -0.29904 -0.82701 -0.20 0.02 -1.01
H -0.23228 -0.65772 0.52761 -0.38 -0.93 -0.16
H 2.21691 2.02793 -5.14695 -0.78 2.78 2.67
H 0.98978 2.26337 2.35824 -0.02 -0.70 -0.30
H -0.60076 2.10996 1.64820 -2.40 -0.09 -0.31
H 2.03310 2.68126 -4.51901 0.78 -2.78 -2.66
H 4.29605 -0.80089 -1.40233 -0.56 -0.70 0.20
H 2.48750 0.67176 0.07642 -1.11 0.32 1.29
```
Positions in Å, forces in eV/Å.

Summary:
orbital gap = 11.11 eV
LUMO = 0.95 eV
largest force on an atom = 3.9 eV/A
electronic energy = -324.84624 Eh
relative energy (zero: lowest compared OMol25 entry of this formula, charge and spin) = 79.3 kcal/mol
spin multiplicity = 1

***

3.
This record from OMol25 describes a 2-piece molecular cluster, C3H9NO2 overall at a distorted geometry. The level of theory is ωB97M-V/def2-TZVPD.

XYZ file:
```
15
Properties=species:S:1:pos:R:3:forces:R:3
C -0.67715 -0.25875 -3.31108 0.18 -1.19 -0.99
N -0.56098 0.27535 -1.92122 1.08 -0.72 -0.49
C 0.82781 0.00212 -1.38866 -1.65 -1.36 -1.27
C 0.63638 -0.27044 0.09535 -0.56 0.00 0.18
O 0.97952 0.57407 0.87927 -0.09 -0.61 0.46
H -0.21977 -1.33122 -3.46207 -0.87 1.62 0.74
H -0.02426 0.35513 -3.97941 -0.45 -0.17 0.60
H -1.66644 -0.31874 -3.88319 0.94 0.46 1.60
H -1.27186 0.32426 -1.17454 0.23 -0.60 -1.42
H 1.26681 -0.89874 -1.94586 -0.58 1.03 0.86
H 1.42368 0.87659 -1.62132 0.46 0.02 0.55
H -0.02097 -1.21039 0.44389 1.33 1.51 -0.84
O -0.09652 0.93223 6.85615 -0.25 1.16 -0.35
H -0.85789 0.86418 7.41480 -0.95 0.48 0.44
H 0.26164 0.08437 6.99789 1.21 -1.64 -0.09
```
Positions in Å, forces in eV/Å.

Summary:
orbital gap = 9.96 eV
structure (SMILES) = CNCC=O.O
LUMO = 1.04 eV
largest force on an atom = 2.5 eV/A
electronic energy = -324.86378 Eh
relative energy (zero: lowest compared OMol25 entry of this formula, charge and spin) = 68.3 kcal/mol
spin multiplicity = 1

***

4.
This record from OMol25 describes a 2-piece molecular cluster, C3H9NO2 overall at a distorted geometry. The level of theory is ωB97M-V/def2-TZVPD.

XYZ file:
```
15
Properties=species:S:1:pos:R:3:forces:R:3
C -0.47581 0.75753 1.76958 -1.31 -0.12 -0.47
C -0.84368 -0.15646 0.55808 -0.80 3.24 -1.40
C 0.51140 -0.80322 0.03640 -3.80 -4.30 0.05
N 0.41193 -2.21879 -0.17618 2.20 3.87 0.76
O 1.46009 -0.13810 -0.20923 1.76 0.88 -0.05
H 0.45488 1.30021 1.56087 -0.52 0.08 0.31
H -1.34854 1.40980 2.09506 1.10 -0.55 -0.94
H -0.38567 0.08868 2.59140 0.67 -0.38 0.97
H -1.21536 0.50442 -0.31591 1.15 -0.75 0.98
H -1.76410 -0.75592 0.67611 1.20 -0.86 0.35
H -0.54203 -2.41581 -0.38974 -0.36 -1.10 -0.34
H 1.27692 -2.62642 -0.57786 -1.27 -0.11 -0.11
H 1.02291 1.24368 -1.94303 0.01 -0.77 0.79
H 0.30582 1.91011 -3.07081 -0.65 0.17 -0.57
O 1.13125 1.90029 -2.60475 0.63 0.67 -0.32
```
Positions in Å, forces in eV/Å.

Summary:
orbital gap (spin up / spin down) = 10.19 / 4.76 eV
<S²> = 0.758
LUMO (spin up / spin down) = -4.75 / -10.13 eV
largest force on an atom = 5.7 eV/A
electronic energy = -324.56079 Eh
relative energy (zero: lowest compared OMol25 entry of this formula, charge and spin) = 40.6 kcal/mol
spin multiplicity = 2
net charge = +1

***

5.
This record from OMol25 describes a 2-piece molecular cluster, C3H9NO2S overall at a distorted geometry. The level of theory is ωB97M-V/def2-TZVPD.

XYZ file:
```
16
Properties=species:S:1:pos:R:3:forces:R:3
N 0.66560 -1.94476 -0.28697 0.63 -0.04 -0.32
C 0.67744 -0.58191 -0.32529 -0.50 -0.01 2.18
O 1.68122 0.05003 -0.03508 0.28 -0.14 -0.85
C -0.68312 0.09055 -0.37912 0.38 -1.10 -0.74
C -1.32387 -0.02201 1.00990 0.98 0.80 -0.06
S -3.00399 0.64267 1.01069 -0.02 0.02 0.01
H -0.15806 -2.47349 -0.05673 -0.09 0.14 -0.29
H 1.55328 -2.34776 -0.02310 -0.14 -0.10 0.00
H -1.26461 -0.48798 -1.09484 -0.35 0.36 -0.26
H -0.46362 1.09389 -0.73832 -0.54 0.15 0.19
H -1.33993 -1.05034 1.35483 -0.02 -0.12 -0.08
H -0.64510 0.54867 1.65892 -0.48 -0.13 0.21
H -3.29461 0.21860 2.24704 -0.08 0.06 0.00
O 2.51733 2.11557 -1.83692 0.02 -0.22 -0.13
H 2.44187 1.31404 -1.29151 -0.07 0.33 0.03
H 2.64016 2.83425 -1.21347 0.01 -0.01 0.09
```
Positions in Å, forces in eV/Å.

Summary:
orbital gap = 10.00 eV
structure (SMILES) = NC(=O)CCS.O
LUMO = 0.53 eV
largest force on an atom = 2.2 eV/A
electronic energy = -723.14204 Eh
relative energy (zero: lowest compared OMol25 entry of this formula, charge and spin) = 16.5 kcal/mol
spin multiplicity = 1

***

6.
This record from OMol25 describes a 2-piece molecular cluster, C3H9NO2S overall. The level of theory is ωB97M-V/def2-TZVPD.

XYZ file:
```
16
Properties=species:S:1:pos:R:3:forces:R:3
O -1.45093 -1.27431 0.32199 -0.41 0.29 -0.16
C -0.81472 -0.72174 -0.54559 0.17 -0.09 0.02
N -0.38204 0.57192 -0.48736 -0.76 0.25 0.23
C 0.90926 1.08188 -0.86921 0.69 -0.68 -0.10
C 2.06637 0.61908 0.04058 -0.24 -0.07 -0.71
S 2.57127 -1.11780 -0.27033 0.02 0.37 0.27
H -0.60872 -1.22282 -1.49095 0.46 -0.26 -0.30
H -0.94936 1.13276 0.12902 0.39 0.03 0.43
H 1.18419 0.72298 -1.86324 -0.29 0.33 -0.26
H 0.87302 2.16782 -0.84144 -0.09 0.04 -0.22
H 2.93200 1.22212 -0.22322 0.06 0.11 0.27
H 1.77404 0.76742 1.06653 0.15 -0.03 0.47
H 1.49969 -1.43098 -0.99114 -0.11 -0.22 -0.10
O -3.36599 -0.78190 2.39591 -0.08 -0.08 -0.57
H -2.79994 -0.21764 1.85656 0.14 0.12 0.31
H -3.43815 -1.51881 1.77191 -0.11 -0.11 0.41
```
Positions in Å, forces in eV/Å.

Summary:
orbital gap = 10.19 eV
structure (SMILES) = O=CNCCS.O
LUMO = 0.64 eV
largest force on an atom = 1.0 eV/A
electronic energy = -723.11381 Eh
relative energy (zero: lowest compared OMol25 entry of this formula, charge and spin) = 34.2 kcal/mol
spin multiplicity = 1

***

7.
This record from OMol25 describes the molecule C3H9NO2S at a distorted geometry. The level of theory is ωB97M-V/def2-TZVPD.

XYZ file:
```
16
Properties=species:S:1:pos:R:3:forces:R:3
C -0.67008 0.17859 -2.09717 0.97 -3.19 1.66
C -0.22615 1.00992 0.32953 2.25 -1.61 1.67
C -0.20469 -0.18449 1.48300 1.71 0.50 -4.23
N -1.10659 0.68645 -0.80112 5.69 -1.37 0.04
O 2.46023 -0.41078 0.61266 -0.49 0.64 -0.06
O 1.68817 -1.71879 2.58227 -0.54 0.47 -1.25
S 1.40318 -1.10681 1.29093 -0.83 -1.94 0.86
H -0.16163 -0.81625 -1.98814 -0.27 0.71 0.18
H -1.52604 0.02497 -2.68242 -1.54 0.01 -0.82
H 0.01124 0.76037 -2.68471 0.54 1.25 0.29
H -0.45094 1.93818 0.84982 -1.15 0.16 -0.42
H 0.92844 1.19162 0.09004 -2.49 -0.86 -0.37
H -0.95539 -0.90779 1.29940 -0.59 -1.02 -0.82
H -0.45900 0.05701 2.45093 0.38 1.45 2.33
H -1.68177 1.39262 -1.07058 -4.07 3.79 -0.25
H 0.95102 -2.09483 0.33557 0.42 1.00 1.19
```
Positions in Å, forces in eV/Å.

Summary:
orbital gap (spin up / spin down) = 3.53 / 7.39 eV
<S²> = 2.005
LUMO (spin up / spin down) = 0.23 / -4.11 eV
largest force on an atom = 5.9 eV/A
electronic energy = -722.81118 Eh
relative energy (zero: lowest compared OMol25 entry of this formula, charge and spin) = 80.6 kcal/mol
spin multiplicity = 3

***

8.
This record from OMol25 describes a 2-piece molecular cluster, C3H9NO2S2 overall at a distorted geometry. The level of theory is ωB97M-V/def2-TZVPD.

XYZ file:
```
17
Properties=species:S:1:pos:R:3:forces:R:3
C -2.23321 1.36893 0.00969 -2.22 0.87 4.38
C -1.27782 -0.82957 0.27005 -2.46 0.30 -0.74
C 1.03360 -0.91878 -1.19080 0.94 0.52 2.44
N -1.24200 0.44510 0.41090 3.21 -1.23 -1.74
O 1.88641 -1.18175 1.16695 0.64 1.26 -0.47
O 1.26510 1.11399 0.38820 -0.18 1.14 0.40
S 3.92021 0.19532 -0.23683 -0.60 0.13 0.20
S 1.99059 -0.08007 -0.03502 -0.73 -1.87 -2.35
H -3.19772 0.85366 -0.06587 0.18 0.03 -0.51
H -2.32677 1.85688 1.06976 -0.45 0.43 -2.19
H -2.09880 2.11105 -0.76785 0.77 -0.31 -0.13
H -2.34297 -1.19626 -0.07250 2.38 -0.03 0.67
H -0.30660 -1.35393 0.32476 -1.12 -0.17 0.34
H 1.32439 -1.94413 -1.07103 0.25 -0.46 -0.87
H 1.02294 -0.37136 -2.08294 0.03 0.24 -1.49
H 2.75257 -0.83949 1.45669 0.53 -1.18 1.63
H -0.16992 0.77041 0.42584 -1.17 0.34 0.44
```
Positions in Å, forces in eV/Å.

Summary:
orbital gap = 7.32 eV
LUMO = -0.12 eV
largest force on an atom = 5.0 eV/A
electronic energy = -1121.13413 Eh
relative energy (zero: lowest compared OMol25 entry of this formula, charge and spin) = 132.6 kcal/mol
spin multiplicity = 1